# 1
Below is an isolated molecule of C4H9NOS in a non-equilibrium geometry, with properties calculated with ωB97M-V/def2-TZVPD.

```
16
Properties=species:S:1:pos:R:3:lowdin_charge:R:1
C 0.596 1.447 0.853 -0.037
C 0.109 1.750 -0.637 -0.408
C -0.862 1.148 0.310 -0.471
C 0.399 -2.528 0.143 -0.281
N -0.175 -1.337 -0.425 -0.474
O 0.707 1.229 -1.698 0.014
S -1.381 -0.575 0.370 0.978
H 1.187 0.558 0.982 0.083
H 0.626 2.281 1.524 0.078
H -0.185 2.799 -0.711 0.144
H 1.215 0.417 -1.492 0.111
H -1.812 1.727 0.691 0.136
H 0.775 -2.296 1.064 0.011
H 1.289 -2.902 -0.460 0.085
H -0.281 -3.414 0.110 0.065
H -2.208 -0.304 -0.626 -0.035
```

For the maximum force, the calculation gives 3.64 eV/A. The calculation puts the LUMO energy at 0.6 eV. Its energy above the lowest of the compared OMol25 structures with the same formula, charge and spin is 502.2 kJ/mol. The gap between HOMO and LUMO comes out at 8.6 eV.

---

# 2
Below is a cluster of 3 separate species, C19H27NO5S2 in total in a non-equilibrium geometry, with properties calculated with ωB97M-V/def2-TZVPD.

```
54
Properties=species:S:1:pos:R:3:lowdin_charge:R:1
O -3.116 4.091 -2.468 -0.284
S -2.546 4.063 -3.781 0.606
O -3.448 4.034 -4.886 -0.271
O -1.618 5.369 -3.942 -0.156
C -1.350 2.717 -3.894 -0.218
C -1.448 1.995 -5.230 -0.214
C -0.105 1.380 -5.714 -0.156
C 0.938 1.174 -4.653 -0.274
C 2.117 1.911 -4.707 -0.053
C 3.113 1.753 -3.754 -0.076
C 2.931 0.838 -2.740 -0.031
C 1.774 0.069 -2.651 -0.241
C 0.791 0.250 -3.616 -0.380
S -0.682 -0.746 -3.603 1.070
C -0.737 -1.229 -1.893 -0.444
C -1.972 -1.614 -1.378 -0.104
C -2.068 -2.052 -0.064 -0.081
C -0.921 -2.066 0.716 -0.080
C 0.304 -1.671 0.202 -0.011
C 0.411 -1.241 -1.120 -0.252
N 1.698 -0.882 -1.603 0.095
H -0.821 5.200 -3.422 0.081
H -0.371 3.151 -3.722 0.099
H -1.644 2.054 -3.090 0.096
H -1.799 2.669 -6.002 0.104
H -2.186 1.207 -5.172 0.096
H 0.314 1.968 -6.520 0.111
H -0.329 0.407 -6.153 0.109
H 2.250 2.609 -5.521 0.110
H 4.012 2.337 -3.845 0.103
H 3.714 0.714 -2.004 0.112
H -2.855 -1.575 -1.995 0.102
H -3.022 -2.367 0.322 0.102
H -0.991 -2.425 1.728 0.079
H 1.176 -1.719 0.838 0.116
H 2.202 -0.500 -0.815 0.126
C -1.982 -0.698 5.420 -0.089
C -1.816 -1.408 4.090 -0.323
O -0.498 -1.940 3.958 -0.105
H -1.254 0.109 5.511 0.077
H -2.985 -0.279 5.519 0.073
H -1.811 -1.388 6.248 0.065
H -1.965 -0.715 3.263 0.108
H -2.545 -2.220 3.993 0.112
H -0.363 -2.557 4.688 0.063
C 3.184 -2.577 7.420 -0.092
C 2.121 -1.963 6.529 -0.313
O 0.847 -2.578 6.725 -0.096
H 3.268 -3.647 7.228 0.076
H 4.155 -2.113 7.247 0.075
H 2.925 -2.452 8.474 0.072
H 2.371 -2.104 5.479 0.113
H 2.037 -0.888 6.716 0.112
H 0.596 -2.454 7.645 0.084
```

For the maximum force, the calculation gives 1.07 eV/A. The calculation puts the LUMO energy at 0.4 eV. Its energy above the lowest of the compared OMol25 structures with the same formula, charge and spin is 0.0 kJ/mol. The gap between HOMO and LUMO comes out at 8.1 eV. The SMILES is O=S(=O)(O)CCCc1cccc2c1Sc1ccccc1N2.CCO.CCO.

---

# 3
Below is a cluster of 5 separate species, C8H24O4 in total in a non-equilibrium geometry, with properties calculated with ωB97M-V/def2-TZVPD.

```
36
Properties=species:S:1:pos:R:3:lowdin_charge:R:1
C 1.967 -0.361 -2.877 -0.106
C 0.656 -0.464 -2.097 -0.263
C 0.206 0.896 -1.574 -0.219
C -0.761 1.035 -0.400 -0.177
C -2.054 -0.993 0.062 -0.122
C -2.041 0.230 -0.491 -0.317
C -3.158 0.791 -1.322 -0.045
C -3.273 -1.903 0.072 -0.094
H 2.829 -0.413 -2.216 0.063
H 1.991 0.544 -3.478 0.073
H 2.081 -1.237 -3.522 0.070
H -0.135 -0.893 -2.670 0.094
H 0.822 -1.145 -1.250 0.102
H 1.085 1.490 -1.285 0.112
H -0.180 1.448 -2.423 0.106
H -0.234 1.005 0.549 0.086
H -1.104 2.077 -0.447 0.114
H -1.164 -1.266 0.613 0.091
H -3.590 1.613 -0.742 0.090
H -3.913 0.045 -1.568 0.067
H -2.815 1.168 -2.287 0.082
H -4.107 -1.412 0.542 0.070
H -3.473 -2.039 -0.997 0.071
H -3.067 -2.888 0.486 0.065
H 2.610 -0.301 0.366 0.018
H 3.667 0.031 1.411 0.038
O 2.988 0.434 0.859 -0.053
H -0.387 2.140 2.988 0.052
H 0.917 1.942 2.332 0.008
O 0.376 2.662 2.695 -0.063
H 1.739 1.564 4.202 0.020
H 2.860 0.965 3.319 0.013
O 2.267 0.770 4.050 -0.061
H 2.312 -3.240 2.550 0.042
H 1.635 -1.919 2.406 0.036
O 2.447 -2.375 2.142 -0.063
```

For the maximum force, the calculation gives 1.82 eV/A. The calculation puts the LUMO energy at 0.4 eV. Its energy above the lowest of the compared OMol25 structures with the same formula, charge and spin is 0.0 kJ/mol. The gap between HOMO and LUMO comes out at 9.2 eV. The SMILES is C/C=C(\C)CCCC.O.O.O.O.

---

# 4
Below is a structure of composition C15H26BeBr4F2N3NaO3PS2 in a non-equilibrium geometry, with properties calculated with ωB97M-V/def2-TZVPD.

```
58
Properties=species:S:1:pos:R:3:lowdin_charge:R:1
C 2.982 -2.832 -0.802 -0.079
C 3.814 -1.811 -1.592 -0.392
C 3.090 -1.541 -2.906 -0.058
C 3.976 -0.602 -0.675 -0.128
C 4.305 0.758 -1.339 -0.339
C 5.499 1.242 -0.562 -0.154
C 3.250 1.843 -1.136 -0.141
O 2.151 1.879 -2.108 0.089
C 1.026 1.564 -1.534 -0.286
C 0.664 2.087 -0.351 -0.056
N -0.562 1.611 -0.015 -0.414
S -1.425 1.984 1.418 0.831
C -0.972 0.778 -1.018 -0.381
P -2.545 -0.120 -0.968 0.277
O -2.928 -0.640 -2.383 -0.112
O -3.650 0.926 -0.587 -0.135
S -2.304 -1.570 0.264 0.542
N -0.016 0.778 -1.952 0.246
H 1.939 -2.561 -0.897 0.026
H 3.065 -3.834 -1.197 0.086
H 3.222 -2.783 0.254 0.075
H 4.752 -2.316 -1.782 0.133
H 2.018 -1.536 -2.737 0.060
H 3.270 -2.383 -3.562 0.085
H 3.437 -0.667 -3.439 0.067
H 3.129 -0.519 0.003 0.106
H 4.823 -0.846 -0.037 0.117
H 4.609 0.673 -2.371 0.125
H 5.744 2.470 -0.725 -0.105
H 6.394 0.704 -0.829 0.092
H 5.313 1.155 0.508 0.111
H 3.769 2.767 -1.302 0.064
H 2.915 1.878 -0.124 0.097
H 1.324 2.804 0.164 -0.014
H -0.705 1.247 2.354 -0.102
H -2.549 -1.533 -2.496 0.107
H -3.320 1.832 -0.626 0.080
H -0.039 0.246 -2.812 0.193
F -0.314 -2.242 -1.025 -0.644
F 2.318 3.687 0.380 -0.459
Na 0.779 3.157 2.277 0.437
Be -0.271 -1.175 1.034 0.438
C -2.413 2.562 5.671 -1.611
Br -1.787 3.823 4.336 0.598
Br -4.078 1.790 5.143 0.638
Br -1.074 1.235 6.024 0.607
H -2.573 3.126 6.578 -0.017
N -5.532 -2.126 0.893 -0.017
C -6.585 -1.888 0.052 -0.146
C -7.741 -2.132 0.744 -0.106
C -7.371 -2.530 2.057 -0.106
C -6.003 -2.514 2.117 -0.144
H -4.559 -2.028 0.650 0.000
H -6.424 -1.568 -0.963 0.102
H -8.740 -2.036 0.355 0.093
H -8.033 -2.797 2.863 0.092
H -5.327 -2.747 2.922 0.104
Br 6.264 3.269 -2.203 0.429
```

For the maximum force, the calculation gives 2.60 eV/A. As for the total charge: +1. The calculation puts the LUMO energy at -7.0 eV. The gap between HOMO and LUMO comes out at 2.1 eV.

---

# 5
Below is a structure of composition C5H8O, with properties calculated with ωB97M-V/def2-TZVPD.

```
14
Properties=species:S:1:pos:R:3:lowdin_charge:R:1
O 1.601 -0.501 1.391 -0.054
C 0.547 -0.466 0.613 -0.492
C -0.956 -0.244 0.851 -0.056
C -0.744 0.174 -0.619 -0.284
C 0.369 1.172 -0.282 -0.055
C 0.229 -1.012 -0.789 -0.056
H 1.361 0.576 0.715 0.191
H -1.242 0.533 1.565 0.116
H -1.513 -1.173 1.015 0.117
H -1.546 0.422 -1.315 0.135
H 1.055 1.403 -1.103 0.102
H 0.050 2.053 0.284 0.102
H -0.219 -2.011 -0.776 0.117
H 1.008 -0.924 -1.551 0.116
```

For the maximum force, the calculation gives 0.37 eV/A. The calculation puts the LUMO energy at 0.9 eV. Its energy above the lowest of the compared OMol25 structures with the same formula, charge and spin is 494.0 kJ/mol. The gap between HOMO and LUMO comes out at 10.1 eV.

---

# 6
Below is a structure of composition C6H6O3Zn in a non-equilibrium geometry, with properties calculated with ωB97M-V/def2-TZVPD.

```
16
Properties=species:S:1:pos:R:3:lowdin_charge:R:1
O 3.555 1.146 -0.493 -0.135
C 3.458 -0.074 -0.020 -0.699
O 4.363 -0.910 -0.020 0.039
C -1.566 -0.549 -0.144 -0.180
H -1.591 -1.438 0.507 0.134
H -1.515 -0.956 -1.168 0.136
C -2.797 0.319 0.047 -0.096
H -2.790 1.174 -0.643 0.081
H -3.704 -0.269 -0.143 0.079
H -2.850 0.709 1.072 0.082
C 2.101 -0.142 0.552 -0.083
C 1.004 -0.619 -0.065 -0.109
C -0.252 0.124 0.101 -0.384
O -0.198 1.338 0.403 -0.073
Zn 1.732 1.857 0.341 1.066
H 1.050 -1.710 -0.328 0.142
```

For the maximum force, the calculation gives 2.57 eV/A. The calculation puts the LUMO energy at -1.7 eV. The gap between HOMO and LUMO comes out at 6.5 eV.

---

Question: Which value of maximum force does entry 2 give?
Answer: 1.07 eV/A

---

Question: maximum force of number 6 (C6H6O3Zn)?
Answer: 2.57 eV/A

---

Question: gap between HOMO and LUMO of number 2 (C19H27NO5S2)?
Answer: 8.1 eV